1.
Below is the molecule C7H9F at a distorted geometry, with properties calculated with the ωB97M-V functional and the def2-TZVPD basis.

Its strongest force on any atom is 4.73 eV/Å. For the energy above the lowest of the compared OMol25 structures with the same formula, charge and spin, the calculation gives 26.6 kcal/mol. Its orbital gap is 0.3304 Eh. The value obtained for the total energy is -10120.2777 eV. For the LUMO energy, the calculation gives 0.89 eV.

Last column: Löwdin charge in e.
Cartesian coordinates (Å):
C -0.730 1.277 0.279  -0.055
C 0.724 1.334 0.221  -0.032
C -1.259 0.063 0.079  -0.206
C 1.163 0.104 0.001  -0.254
C 0.037 -0.875 -0.109  -0.296
C -2.632 -0.431 0.039  -0.073
C 2.588 -0.403 -0.060  -0.032
F 0.116 -1.910 0.695  0.064
H -1.414 2.139 0.363  0.117
H 1.263 2.215 0.344  0.094
H 0.040 -1.253 -1.191  0.182
H -2.961 -0.722 -1.001  0.095
H -3.384 0.201 0.383  0.048
H -2.845 -1.474 0.424  0.099
H 2.663 -0.354 1.014  0.080
H 3.189 0.334 -0.648  0.093
H 2.935 -1.387 -0.354  0.074

---

2.
Below is a structure of composition C26H40Cl3N4O3SiTl at a distorted geometry, with properties calculated with the ωB97M-V functional and the def2-TZVPD basis.

Its strongest force on any atom is 2.54 eV/Å. For the energy above the lowest of the compared OMol25 structures with the same formula, charge and spin, the calculation gives 6.8 kcal/mol. Its orbital gap is 0.2731 Eh. The value obtained for the total energy is -89855.4451 eV. For the LUMO energy, the calculation gives -0.83 eV.

Last column: Löwdin charge in e.
Cartesian coordinates (Å):
C -3.526 -0.870 -2.653  -0.034
C -3.689 0.503 -2.097  -0.233
H -4.493 -1.350 -2.818  0.064
H -2.928 -1.492 -1.971  0.065
H -2.981 -0.830 -3.609  0.096
C -4.872 1.123 -1.914  -0.110
C -6.213 0.542 -2.224  -0.103
H -4.904 2.130 -1.490  0.107
H -6.195 -0.520 -2.509  0.060
H -6.747 1.094 -3.017  0.077
H -6.836 0.629 -1.318  0.072
Tl -0.012 -0.726 -0.462  0.533
Cl 0.674 -0.076 -2.799  -0.021
Cl -0.723 -3.071 -0.156  0.095
H 5.263 -0.997 2.174  0.099
H 6.104 -2.306 0.164  0.096
C 4.310 -1.534 2.115  -0.009
C 5.140 -2.828 0.167  -0.032
N 4.098 -1.988 0.746  -0.169
H 3.484 -0.883 2.405  0.088
C 2.997 -1.662 0.072  -0.245
O 2.070 -0.974 0.581  -0.138
H 4.865 -3.080 -0.860  0.093
H 2.936 -2.026 -0.967  0.149
H 4.366 -2.401 2.785  0.102
H 5.265 -3.754 0.741  0.098
H -3.542 -1.515 0.579  0.087
H -4.457 1.129 1.200  0.080
C -3.336 -1.557 1.660  -0.050
C -4.306 0.653 2.185  -0.049
N -3.143 -0.216 2.186  -0.181
H -2.449 -2.167 1.839  0.049
C -1.917 0.272 2.480  -0.308
O -0.855 -0.335 2.282  -0.081
H -4.166 1.436 2.944  0.092
H -1.954 1.301 2.908  0.148
H -4.219 -1.982 2.156  0.092
H -5.196 0.055 2.420  0.090
O -1.968 0.436 -0.500  -0.300
C -2.380 1.117 -1.627  -0.443
C -2.609 3.252 -0.198  -0.038
C -2.374 2.646 -1.433  -0.180
H -2.805 2.613 0.663  0.092
C -2.599 4.651 -0.084  -0.085
H -1.649 0.914 -2.431  0.059
C -2.164 3.451 -2.555  -0.037
H -2.795 5.104 0.889  0.099
C -2.359 5.451 -1.208  -0.105
C -2.154 4.844 -2.452  -0.087
H -2.028 2.965 -3.525  0.123
H -2.349 6.538 -1.110  0.097
H -1.994 5.463 -3.340  0.101
Si -0.104 -6.689 -1.228  0.087
Cl -1.904 -5.983 -1.994  0.289
C -0.261 -6.634 0.636  -0.227
C 1.153 -5.535 -1.987  -0.239
C 0.269 -8.475 -1.740  -0.214
H -0.567 -5.627 0.948  -0.018
H 0.693 -6.880 1.122  0.033
H -1.018 -7.356 0.975  0.034
H -0.457 -9.171 -1.297  0.028
H 1.272 -8.782 -1.399  0.032
H 0.239 -8.595 -2.831  0.027
H 0.920 -4.494 -1.722  -0.033
H 1.115 -5.631 -3.082  0.036
H 2.168 -5.778 -1.645  0.028
N 2.328 3.082 4.891  0.153
C 2.032 3.017 3.760  -0.171
C 1.667 2.947 2.370  -0.196
C 1.795 4.062 1.526  -0.006
C 1.458 3.934 0.184  -0.023
C 1.013 2.680 -0.269  -0.103
N 0.869 1.632 0.538  0.045
C 1.169 1.753 1.830  -0.078
H 2.157 5.006 1.939  0.125
H 1.527 4.763 -0.527  0.117
H 0.764 2.515 -1.323  0.097
H 0.987 0.879 2.453  0.109

---

3.
Below is the molecule C7H10 at a distorted geometry, with properties calculated with the ωB97M-V functional and the def2-TZVPD basis.

Its strongest force on any atom is 4.93 eV/Å. For the energy above the lowest of the compared OMol25 structures with the same formula, charge and spin, the calculation gives 74.6 kcal/mol. Its orbital gap is 0.3680 Eh. The value obtained for the total energy is -7417.8014 eV. For the LUMO energy, the calculation gives 1.15 eV.

Last column: Löwdin charge in e.
Cartesian coordinates (Å):
C -0.728 -1.177 0.912  -0.115
C -1.291 -2.278 0.275  0.051
C 1.231 -0.334 -0.248  -0.102
C -0.066 -0.160 0.065  -0.338
C -0.867 1.079 -0.134  -0.105
C -1.006 1.913 0.940  0.038
C 1.955 0.570 -1.234  -0.086
H -1.171 -1.049 1.870  0.087
H -1.196 -2.497 -0.753  0.045
H -1.798 -2.962 0.817  0.004
H 1.817 -1.195 0.276  0.140
H -1.296 1.124 -1.105  0.096
H -1.594 2.768 0.766  0.030
H -0.439 1.904 1.851  0.064
H 2.842 0.227 -1.614  0.028
H 1.338 0.712 -2.119  0.084
H 2.269 1.354 -0.567  0.079

---

4.
Below is the molecule C8H20N3P at a distorted geometry, with properties calculated with the ωB97M-V functional and the def2-TZVPD basis.

Its strongest force on any atom is 4.86 eV/Å. For the energy above the lowest of the compared OMol25 structures with the same formula, charge and spin, the calculation gives 0.0 kcal/mol. Its orbital gap is 0.3377 Eh. The value obtained for the total energy is -22378.1863 eV. For the LUMO energy, the calculation gives 0.97 eV.

Last column: Löwdin charge in e.
Cartesian coordinates (Å):
C 1.891 -1.632 2.181  -0.203
C 2.033 -0.125 2.547  -0.280
C 1.139 -1.885 0.854  -0.223
C -3.134 0.120 -0.620  -0.037
C -1.770 2.128 -1.141  -0.051
C -1.115 -0.243 -2.133  -0.038
C 2.549 -0.900 -0.925  -0.205
C -1.690 0.581 -0.952  -0.627
N 0.840 0.491 2.006  -0.229
N 1.372 -0.841 -0.142  -0.426
N -0.860 0.421 0.205  -0.211
P 0.786 0.723 0.232  0.929
H 2.956 -2.140 2.190  0.121
H 1.434 -2.198 3.064  0.116
H 2.102 0.088 3.608  0.101
H 2.949 0.325 1.959  0.123
H 1.451 -2.860 0.447  0.125
H 0.130 -1.605 1.152  0.084
H -3.082 -0.909 -0.540  0.060
H -3.500 0.505 0.248  0.046
H -3.833 0.494 -1.319  0.079
H -0.846 2.459 -0.931  -0.013
H -2.580 2.615 -0.621  0.076
H -1.953 2.293 -2.232  0.093
H -1.921 -0.818 -2.679  0.095
H -0.549 0.305 -2.837  0.053
H -0.400 -0.952 -1.635  0.070
H 2.845 0.126 -1.364  0.077
H 3.386 -1.219 -0.262  0.070
H 2.426 -1.640 -1.852  0.108
H 0.770 1.439 2.250  0.028
H -1.252 0.051 1.063  0.091

---

5.
Below is the molecule C7H13N2O4P at a distorted geometry, with properties calculated with the ωB97M-V functional and the def2-TZVPD basis.

Its strongest force on any atom is 3.39 eV/Å. For the energy above the lowest of the compared OMol25 structures with the same formula, charge and spin, the calculation gives 45.7 kcal/mol. Its orbital gap is 0.2767 Eh. The value obtained for the total energy is -27925.9229 eV. For the LUMO energy, the calculation gives 0.68 eV.

Last column: Löwdin charge in e.
Cartesian coordinates (Å):
C 1.383 -0.800 -2.600  -0.157
C 1.664 -1.301 -1.394  -0.107
C -0.673 -1.203 -1.801  -0.241
C -1.493 -0.054 -1.042  -0.315
C 0.299 0.814 3.645  -0.032
C 0.171 -1.480 0.562  -0.200
C 0.507 1.400 2.228  -0.353
N 0.039 -0.702 -2.915  0.022
N 0.411 -1.775 -0.839  -0.115
O 0.656 1.310 -0.337  -0.248
O -1.632 1.074 -1.876  -0.085
O 1.168 2.325 1.837  0.027
O -1.758 1.217 1.216  -0.211
P -0.448 0.434 0.567  0.831
H 2.182 -0.775 -3.342  0.110
H 2.598 -1.476 -0.846  0.118
H -1.296 -2.042 -2.070  0.128
H -2.515 -0.210 -0.759  0.105
H 0.327 1.591 4.440  0.095
H 1.236 0.329 3.878  0.073
H -0.433 0.059 3.608  0.049
H -0.793 -1.887 1.096  0.114
H 1.012 -1.695 1.208  0.076
H -0.448 0.039 -3.422  0.136
H -0.749 1.379 -2.072  0.060
H 1.094 1.953 0.363  0.050
H -2.509 1.476 0.666  0.071

---

6.
Below is the molecule C22H26N6O2S at a distorted geometry, with properties calculated with the ωB97M-V functional and the def2-TZVPD basis.

Its strongest force on any atom is 1.41 eV/Å. For the energy above the lowest of the compared OMol25 structures with the same formula, charge and spin, the calculation gives 26.1 kcal/mol. Its orbital gap is 0.3029 Eh. The value obtained for the total energy is -47106.4391 eV. For the LUMO energy, the calculation gives 0.18 eV.

Last column: Löwdin charge in e.
Cartesian coordinates (Å):
C -7.527 -1.169 1.677  -0.091
H -7.920 -2.069 2.149  0.094
O -6.200 -1.477 1.324  -0.085
C -5.450 -0.528 0.700  -0.271
C -4.155 -0.896 0.366  0.064
C -3.301 -0.002 -0.278  -0.138
C -3.764 1.291 -0.589  -0.188
C -5.065 1.654 -0.252  -0.010
C -5.900 0.759 0.384  -0.013
H -6.902 1.069 0.631  0.104
H -5.423 2.645 -0.491  0.114
N -2.913 2.160 -1.221  0.169
C -1.615 1.893 -1.586  -0.424
O -0.948 2.753 -2.142  0.043
C -1.150 0.545 -1.265  -0.100
C -1.963 -0.342 -0.649  0.047
H -1.613 -1.341 -0.424  0.100
C 0.276 0.218 -1.624  -0.123
N 1.243 0.467 -0.557  -0.155
C 1.050 -0.389 0.604  -0.116
C 1.193 -1.826 0.262  -0.273
N 0.183 -2.670 0.286  0.062
N 0.664 -3.852 -0.067  -0.033
N 1.904 -3.782 -0.305  0.045
N 2.299 -2.521 -0.112  0.004
C 3.683 -2.128 -0.346  -0.535
C 3.729 -1.230 -1.584  -0.017
H 4.750 -0.899 -1.753  0.090
H 3.091 -0.360 -1.441  0.055
H 3.390 -1.777 -2.460  0.091
C 4.489 -3.405 -0.584  -0.052
H 4.084 -3.962 -1.423  0.077
H 4.457 -4.045 0.294  0.085
H 5.523 -3.146 -0.796  0.088
C 4.231 -1.390 0.877  -0.011
H 3.976 -1.919 1.794  0.098
H 3.850 -0.376 0.930  0.047
H 5.314 -1.335 0.806  0.092
H 1.789 -0.111 1.359  0.093
H 0.048 -0.265 1.050  0.130
C 1.337 1.874 -0.171  -0.192
C 2.708 2.169 0.337  -0.519
C 3.850 2.324 -0.386  -0.138
C 4.993 2.550 0.415  -0.188
C 4.706 2.562 1.740  -0.416
S 3.032 2.298 2.038  1.027
H 5.368 2.713 2.569  0.058
H 5.981 2.700 0.018  0.101
H 3.872 2.284 -1.460  0.117
H 1.144 2.479 -1.060  0.122
H 0.588 2.139 0.591  0.127
H 0.577 0.829 -2.478  0.131
H 0.352 -0.838 -1.897  0.127
H -3.253 3.087 -1.452  0.164
H -3.811 -1.888 0.611  0.133
H -7.573 -0.340 2.391  0.095
H -8.133 -0.930 0.798  0.095